No. 1
Here is a 2-piece molecular cluster, C8H6F3N2O overall from the OMol25 dataset. Energies are from ωB97M-V with the def2-TZVPD basis set.

The geometry in ORCA input format:
```
! RIJCOSX wB97M-V def2-TZVPD def2/J DEFGRID3
* xyz 1 1
C -0.32 -1.86 -1.12
C -0.84 -1.63 0.19
C 0.67 -1.13 -1.70
C 0.80 0.23 0.28
C -0.15 -0.60 0.64
C 1.28 -0.05 -1.04
C -0.88 2.99 2.81
C -2.33 2.34 0.99
N -0.05 2.58 1.99
N -1.45 1.97 2.05
O 2.23 0.64 -1.62
F -2.09 3.55 0.47
F -3.58 2.30 1.40
F -2.19 1.46 -0.02
H -0.79 -2.69 -1.64
H -1.63 -2.22 0.62
H 1.01 -1.37 -2.70
H 1.19 1.06 0.86
H -1.13 3.65 3.61
H 2.59 1.38 -1.11
*
```

- ΔE to the lowest compared entry with this formula, charge and spin (kcal per mole) = 53.4
- HOMO-LUMO gap (eV) = 7.171
- E_HOMO (Ha) = -0.51201

No. 2
Here is C8H6InO8S as an isolated structure from the OMol25 dataset. Energies are from ωB97M-V with the def2-TZVPD basis set.

The geometry in ORCA input format:
```
! RIJCOSX wB97M-V def2-TZVPD def2/J DEFGRID3
* xyz 0 2
In -0.03 -0.18 -0.70
C -4.75 1.10 0.57
C -6.14 0.67 0.29
C -6.27 -0.56 -0.82
O -7.38 -0.95 -1.25
C -5.04 -1.20 -1.29
C -3.83 -0.67 -1.01
C -3.67 0.46 -0.02
O -2.54 0.92 0.39
O -2.82 -1.18 -1.67
O -7.09 1.23 0.84
H -4.56 1.92 1.24
H -5.14 -2.12 -1.84
C 6.14 0.89 0.26
C 6.14 -0.67 0.05
O 4.80 -0.94 -0.02
S 3.96 -0.04 1.04
O 4.30 -0.46 2.42
O 2.54 0.07 0.57
O 4.84 1.30 0.60
H 6.33 1.45 -0.65
H 6.86 1.22 1.01
H 6.70 -1.22 0.81
H 6.66 -1.04 -0.84
*
```

- expectation value of S² = 0.79
- HOMO-LUMO gap (spin up / spin down) (eV) = 7.371 / 5.328
- E_HOMO (spin up / spin down) (Ha) = -0.30861 / -0.28012

| no. | E_tot (eV) | F_max (eV/A) |
| --- | --- | --- |
| 1 | -21560.338 | 1.594 |
| 2 | -40776.995 | 4.644 |